[1]
{"formula": "C21H56O7", "method": "wB97M-V/def2-TZVPD", "e_lumo_ev": 0.3, "spin_multiplicity": 1, "charge": 0, "smiles": "CC(C)O.CC(C)O.CC(C)O.CC(C)O.CC(C)O.CC(C)O.CC(C)O", "de_lowest_kj_mol": 466.1, "orbital_gap_ev": 10.24, "elements": ["C", "C", "C", "O", "H", "H", "H", "H", "H", "H", "H", "H", "C", "C", "C", "O", "H", "H", "H", "H", "H", "H", "H", "H", "C", "C", "C", "O", "H", "H", "H", "H", "H", "H", "H", "H", "C", "C", "C", "O", "H", "H", "H", "H", "H", "H", "H", "H", "C", "C", "C", "O", "H", "H", "H", "H", "H", "H", "H", "H", "C", "C", "C", "O", "H", "H", "H", "H", "H", "H", "H", "H", "C", "C", "C", "O", "H", "H", "H", "H", "H", "H", "H", "H"], "xyz": [[3.653, 9.822, -27.825], [5.156, 9.496, -27.926], [5.535, 9.315, -29.364], [5.793, 10.679, -27.507], [3.126, 9.007, -28.322], [3.256, 10.689, -28.353], [3.463, 9.975, -26.763], [5.374, 8.603, -27.341], [5.196, 10.169, -29.950], [5.035, 8.383, -29.626], [6.598, 9.213, -29.582], [5.758, 11.335, -28.207], [5.177, 15.935, -36.334], [6.486, 15.160, -36.387], [7.851, 15.926, -36.301], [6.489, 14.373, -35.231], [5.169, 16.518, -37.255], [5.094, 16.572, -35.453], [4.410, 15.160, -36.337], [6.473, 14.446, -37.211], [8.045, 16.574, -37.156], [8.559, 15.116, -36.128], [8.002, 16.642, -35.492], [5.753, 13.759, -35.282], [11.442, 10.205, -24.784], [10.789, 10.264, -23.360], [11.859, 10.494, -22.217], [9.858, 11.295, -23.524], [12.265, 9.491, -24.743], [11.977, 11.150, -24.872], [10.713, 9.911, -25.539], [10.438, 9.259, -23.125], [11.612, 10.563, -21.157], [12.169, 11.524, -22.396], [12.782, 9.932, -22.357], [9.178, 10.977, -24.123], [-1.487, 4.890, -30.051], [-2.764, 4.144, -29.630], [-3.747, 3.795, -30.706], [-2.402, 2.960, -28.841], [-0.641, 4.253, -30.309], [-1.153, 5.460, -29.184], [-1.751, 5.644, -30.792], [-3.326, 4.838, -29.006], [-3.961, 4.626, -31.378], [-4.753, 3.706, -30.295], [-3.366, 2.926, -31.243], [-1.655, 2.500, -29.231], [1.762, 4.840, -23.241], [2.425, 5.059, -21.880], [2.175, 6.463, -21.279], [1.924, 4.102, -21.114], [2.196, 3.945, -23.686], [1.764, 5.687, -23.928], [0.693, 4.635, -23.180], [3.496, 5.086, -22.081], [2.711, 7.149, -21.935], [2.648, 6.471, -20.297], [1.110, 6.689, -21.225], [2.355, 3.268, -21.315], [7.947, 16.187, -28.049], [8.028, 15.843, -29.484], [9.240, 14.867, -29.811], [6.866, 15.106, -29.823], [7.126, 16.900, -27.970], [8.908, 16.317, -27.550], [7.617, 15.299, -27.511], [8.182, 16.719, -30.115], [10.194, 15.012, -29.305], [9.513, 14.980, -30.861], [8.949, 13.820, -29.728], [6.967, 14.923, -30.760], [6.995, 0.490, -26.853], [5.952, 1.453, -26.381], [5.851, 2.815, -27.237], [4.784, 0.699, -26.497], [6.932, -0.442, -26.292], [8.007, 0.862, -26.686], [6.734, 0.279, -27.890], [6.070, 1.747, -25.338], [4.967, 3.341, -26.880], [5.635, 2.551, -28.272], [6.747, 3.417, -27.083], [4.776, 0.177, -25.692]]}


[2]
{"formula": "C21H56O7", "method": "wB97M-V/def2-TZVPD", "e_lumo_ev": 0.7, "spin_multiplicity": 1, "charge": 0, "smiles": "CC(C)O.CC(C)O.CC(C)O.CC(C)O.CC(C)O.CC(C)O.CC(C)O", "de_lowest_kj_mol": 207.0, "orbital_gap_ev": 10.36, "elements": ["C", "C", "C", "O", "H", "H", "H", "H", "H", "H", "H", "H", "C", "C", "C", "O", "H", "H", "H", "H", "H", "H", "H", "H", "C", "C", "C", "O", "H", "H", "H", "H", "H", "H", "H", "H", "C", "C", "C", "O", "H", "H", "H", "H", "H", "H", "H", "H", "C", "C", "C", "O", "H", "H", "H", "H", "H", "H", "H", "H", "C", "C", "C", "O", "H", "H", "H", "H", "H", "H", "H", "H", "C", "C", "C", "O", "H", "H", "H", "H", "H", "H", "H", "H"], "xyz": [[8.672, 3.835, 23.839], [8.332, 2.645, 22.931], [8.697, 1.289, 23.567], [6.924, 2.533, 22.592], [9.685, 3.772, 24.313], [7.876, 3.873, 24.589], [8.612, 4.695, 23.141], [8.859, 2.679, 21.987], [9.741, 1.304, 23.893], [8.463, 0.546, 22.783], [8.177, 1.133, 24.484], [6.599, 3.303, 22.115], [9.047, -2.244, 19.591], [8.504, -2.101, 18.152], [6.953, -2.282, 18.051], [8.836, -0.884, 17.469], [8.511, -1.600, 20.339], [10.127, -1.885, 19.676], [9.027, -3.297, 19.885], [8.947, -2.974, 17.596], [6.557, -2.423, 17.021], [6.447, -1.395, 18.459], [6.556, -3.095, 18.682], [9.778, -0.841, 17.520], [5.277, -1.403, 22.390], [4.335, -0.312, 22.750], [4.156, -0.089, 24.213], [4.720, 1.002, 22.149], [6.195, -1.297, 22.952], [5.486, -1.390, 21.277], [4.878, -2.398, 22.712], [3.351, -0.476, 22.305], [3.708, -0.972, 24.697], [3.542, 0.812, 24.387], [5.090, -0.100, 24.814], [5.633, 1.219, 22.480], [2.992, 6.615, 16.143], [2.665, 5.204, 15.908], [3.959, 4.383, 15.799], [1.744, 4.725, 16.895], [3.571, 6.977, 15.260], [3.573, 6.787, 17.062], [2.137, 7.331, 16.307], [2.051, 5.117, 14.944], [4.600, 4.475, 16.691], [4.427, 4.657, 14.842], [3.876, 3.303, 15.732], [1.493, 3.794, 16.687], [8.020, 3.663, 17.708], [6.856, 3.366, 18.618], [7.164, 2.062, 19.411], [6.633, 4.452, 19.498], [7.774, 4.548, 17.100], [8.350, 2.809, 17.034], [8.859, 3.947, 18.365], [5.886, 3.067, 18.127], [8.051, 2.248, 20.056], [7.275, 1.198, 18.742], [6.303, 1.745, 20.071], [5.725, 4.675, 19.316], [2.307, 3.104, 20.477], [2.442, 4.589, 20.165], [2.895, 5.325, 21.460], [3.443, 4.868, 19.152], [3.320, 2.781, 20.498], [1.763, 2.647, 19.655], [1.720, 2.933, 21.404], [1.421, 4.918, 19.841], [2.185, 5.194, 22.274], [3.114, 6.351, 21.293], [3.812, 4.890, 21.759], [3.034, 4.792, 18.257], [11.272, 1.046, 20.587], [11.022, 1.767, 19.281], [12.248, 2.496, 18.858], [10.652, 0.847, 18.215], [12.018, 0.322, 20.485], [10.335, 0.423, 20.852], [11.464, 1.796, 21.363], [10.160, 2.478, 19.385], [12.076, 3.193, 17.946], [13.027, 1.779, 18.658], [12.650, 3.072, 19.740], [9.683, 0.695, 18.218]]}


[3]
{"formula": "C21H57N3O7", "method": "wB97M-V/def2-TZVPD", "e_lumo_ev": 0.4, "spin_multiplicity": 1, "charge": 0, "smiles": "CC1(C)CCCC(C)(C)N1O.COC[C@H](C)N.COC[C@H](C)N.CO.CO.CO.CO", "de_lowest_kj_mol": 106.9, "orbital_gap_ev": 8.91, "elements": ["C", "C", "C", "C", "C", "C", "C", "C", "C", "N", "O", "H", "H", "H", "H", "H", "H", "H", "H", "H", "H", "H", "H", "H", "H", "H", "H", "H", "H", "H", "C", "O", "C", "C", "C", "N", "H", "H", "H", "H", "H", "H", "H", "H", "H", "H", "H", "C", "O", "C", "C", "C", "N", "H", "H", "H", "H", "H", "H", "H", "H", "H", "H", "H", "C", "O", "H", "H", "H", "H", "C", "O", "H", "H", "H", "H", "C", "O", "H", "H", "H", "H", "C", "O", "H", "H", "H", "H"], "xyz": [[2.062, -0.494, 9.722], [0.875, -1.468, 9.505], [1.116, -2.876, 10.103], [-0.316, -0.951, 10.213], [-1.659, -1.647, 9.778], [-1.731, -1.492, 8.268], [-0.537, -2.043, 7.483], [-0.643, -3.558, 7.350], [-0.781, -1.479, 6.097], [0.702, -1.412, 8.006], [1.829, -1.767, 7.283], [1.907, 0.419, 9.147], [2.180, -0.141, 10.746], [2.996, -0.870, 9.306], [0.274, -3.384, 10.572], [1.623, -3.482, 9.352], [1.900, -2.902, 10.861], [-0.240, -1.134, 11.285], [-0.540, 0.099, 10.024], [-1.716, -2.701, 10.049], [-2.559, -1.157, 10.149], [-1.728, -0.406, 8.175], [-2.677, -1.904, 7.917], [-1.607, -3.837, 6.922], [-0.496, -3.985, 8.342], [0.182, -3.947, 6.753], [-1.781, -1.770, 5.775], [-0.020, -1.951, 5.475], [-0.638, -0.400, 6.053], [2.274, -0.923, 7.177], [4.534, 4.906, -9.912], [3.556, 5.273, -8.890], [3.462, 4.243, -7.889], [2.308, 4.413, -6.795], [2.510, 5.440, -5.730], [2.032, 3.132, -6.132], [4.227, 3.982, -10.402], [5.515, 4.907, -9.437], [4.562, 5.674, -10.685], [3.303, 3.278, -8.369], [4.410, 4.051, -7.387], [1.458, 4.661, -7.431], [1.780, 5.461, -4.922], [2.612, 6.479, -6.044], [3.464, 5.245, -5.239], [1.158, 3.237, -5.637], [1.921, 2.453, -6.871], [2.157, -5.123, -3.868], [3.142, -4.078, -3.901], [3.171, -3.187, -2.693], [4.394, -2.295, -2.582], [4.321, -1.402, -1.314], [4.433, -1.285, -3.682], [2.045, -5.649, -2.920], [2.475, -5.869, -4.595], [1.189, -4.699, -4.134], [2.305, -2.545, -2.854], [2.990, -3.832, -1.833], [5.239, -2.975, -2.692], [3.327, -1.086, -0.999], [4.862, -0.460, -1.405], [4.847, -1.891, -0.494], [3.645, -0.654, -3.662], [4.444, -1.706, -4.600], [-3.579, 0.339, -2.023], [-3.347, 1.717, -2.293], [-4.269, -0.040, -2.778], [-2.659, -0.218, -2.200], [-3.908, 0.164, -0.999], [-3.008, 2.012, -1.445], [-2.644, -3.070, -8.178], [-2.022, -3.895, -9.119], [-3.212, -3.743, -7.535], [-2.014, -2.548, -7.457], [-3.362, -2.391, -8.638], [-2.594, -3.731, -9.872], [-9.168, 2.470, -5.851], [-9.063, 1.270, -6.578], [-10.222, 2.590, -5.599], [-8.463, 2.475, -5.020], [-8.966, 3.367, -6.437], [-9.913, 0.932, -6.871], [-3.595, 4.672, 2.830], [-2.351, 4.431, 2.200], [-3.622, 4.616, 3.919], [-3.987, 5.648, 2.544], [-4.393, 3.960, 2.624], [-1.688, 4.440, 2.894]]}